Formula: C4H12N3
Source: the Open Molecules 2025 dataset
Level of theory: ωB97M-V/def2-TZVPD

Last column: Löwdin charge in e.
Atoms and positions in Å:
C  -3.00182  0.43203  -0.67321  -0.005
H  -1.14577  -0.22785  2.07772  0.176
N  3.24082  -0.73002  0.75212  -0.028
C  1.06097  1.11638  -0.16915  -0.068
H  1.52876  0.97862  0.77945  0.056
H  -3.27436  1.47745  -0.60016  0.101
H  -3.90260  -0.14591  -0.33944  0.120
H  3.49844  -1.48535  0.09488  0.032
N  -0.69432  -0.49180  -0.44394  0.167
H  2.94847  -1.26086  1.59157  0.030
H  -2.98358  -0.26769  1.87996  0.144
H  1.90384  1.19647  -0.85769  0.097
C  0.54183  -0.19532  -0.46517  -0.162
H  -2.74189  0.33849  -1.78501  0.133
C  -1.89564  -0.04125  0.13898  -0.311
H  4.21500  -0.33601  1.15297  0.106
H  0.31305  2.01689  -0.09222  0.139
N  -2.02989  -0.34685  1.47298  0.175
H  1.27886  -0.90503  -0.70108  0.098

Values from the calculation:
- Kohn-Sham gap (eV) = 10.04
- net charge = +1
- energy relative to the best compared isomer or geometry (same formula, charge and spin) (kcal per mole) = 58.4

Formula: C8H19N3
Source: the Open Molecules 2025 dataset
Level of theory: ωB97M-V/def2-TZVPD

Last column: Löwdin charge in e.
Atoms and positions in Å:
H  -0.32425  -2.57993  0.12208  0.117
H  2.68437  1.17746  -2.36993  0.082
C  -2.31872  -1.17850  0.79373  -0.001
C  -0.43233  -0.93623  2.53648  0.026
H  -1.78888  1.52292  0.64620  0.053
C  -1.40718  1.04548  1.43965  -0.017
H  -2.50053  -2.09402  1.31923  0.104
C  0.03329  -0.68687  0.19568  -0.111
C  0.66620  0.82142  -1.71022  -0.292
H  -0.23671  -1.96718  2.79300  0.112
H  -1.29804  0.46739  -2.04974  0.114
C  1.71926  1.65082  -2.45732  0.055
H  2.95062  -0.02389  -0.92558  0.064
C  2.39013  0.26921  -0.09007  0.033
H  0.99522  -2.16556  -0.99098  0.277
H  -0.53020  0.97619  -3.37577  0.160
H  1.82552  2.68739  -2.11522  0.134
H  -2.27997  1.04211  2.16155  0.147
H  1.46648  1.68409  -3.51620  0.108
H  -1.05514  -0.50261  3.20781  0.068
H  -3.15412  -0.52580  1.05116  0.110
C  -1.08496  -0.38294  1.19725  -0.505
H  2.83347  1.28507  0.08753  0.133
N  -0.42801  0.69016  -2.41273  0.267
H  0.52562  -0.46446  2.63987  0.088
H  -0.50404  1.48382  1.86771  0.114
N  0.26526  -1.88171  -0.15120  0.312
H  -2.37502  -1.39507  -0.23367  0.074
H  2.43984  -0.43687  0.80890  0.137
N  0.92282  0.41810  -0.46921  0.038

Values from the calculation:
- Kohn-Sham gap (eV) = 10.58
- net charge = +2
- energy relative to the best compared isomer or geometry (same formula, charge and spin) (kcal per mole) = 15.0
- SMILES = CC(=[NH2+])/[N+](C)=C(\N)C(C)(C)C

Formula: CH4IOP
Source: the Open Molecules 2025 dataset
Level of theory: ωB97M-V/def2-TZVPD

Last column: Löwdin charge in e.
Atoms and positions in Å:
O  2.11274  -0.91774  -0.78609  -0.581
H  3.01916  -1.67039  1.19886  -0.138
H  -1.15294  1.49838  0.48108  -0.011
I  -3.29065  -0.07577  0.07109  0.632
P  2.46901  -0.46893  0.55533  0.750
H  -1.23711  1.05340  -1.24088  -0.006
H  -0.60701  -0.11094  -0.05682  -0.049
C  -1.31321  0.69198  -0.22256  -0.597

Values from the calculation:
- Kohn-Sham gap (eV) = 8.21
- energy relative to the best compared isomer or geometry (same formula, charge and spin) (kcal per mole) = 24.4
- SMILES = O=P.CI

Formula: C2H3BrS
Source: the Open Molecules 2025 dataset
Level of theory: ωB97M-V/def2-TZVPD

Last column: Löwdin charge in e.
Atoms and positions in Å:
H  -2.02105  -1.01998  0.46508  -0.255
C  0.56884  0.25456  -0.92556  -0.107
C  0.73355  0.89121  0.22067  -0.796
H  0.56335  0.83838  -1.78948  0.031
S  1.09744  1.78052  1.47093  0.721
Br  -1.37738  -1.82984  1.45973  0.318
H  0.43526  -0.91486  -0.90136  0.088

Values from the calculation:
- Kohn-Sham gap (eV) = 8.50
- energy relative to the best compared isomer or geometry (same formula, charge and spin) (kcal per mole) = 22.2
- SMILES = C=C=S.Br

Formula: C5H11O
Source: the Open Molecules 2025 dataset
Level of theory: ωB97M-V/def2-TZVPD

Last column: Löwdin charge in e.
Atoms and positions in Å:
O  -0.12695  1.26338  -0.38346  0.055
H  2.25170  0.07212  -0.08176  0.103
C  0.05553  -0.16371  -0.12141  -0.644
H  -0.63123  -1.93175  -1.17717  0.128
H  1.39143  -0.10797  -1.73166  0.121
H  -1.21191  -0.43572  1.54201  0.130
H  0.18589  -1.62882  1.36049  0.134
H  -1.00700  -0.20261  -1.96907  0.100
H  1.81433  -1.39271  -0.20662  0.133
C  -0.46368  2.12213  0.44030  0.231
H  0.69755  0.06424  1.86180  0.147
H  -2.10557  -0.83923  -0.51256  0.141
C  -1.03291  -0.86037  -1.06243  0.017
C  -0.10653  -0.54296  1.25869  -0.059
H  -0.52285  1.89516  1.47455  0.120
H  -0.63418  3.10469  -0.02805  0.160
C  1.44637  -0.41587  -0.66366  -0.015

Values from the calculation:
- Kohn-Sham gap (eV) = 10.17
- net charge = +1
- energy relative to the best compared isomer or geometry (same formula, charge and spin) (kcal per mole) = 24.9

Formula: C36H30Co2N2O5P
Source: the Open Molecules 2025 dataset
Level of theory: ωB97M-V/def2-TZVPD

Last column: Löwdin charge in e.
Atoms and positions in Å:
C  -2.90850  1.20861  1.49136  -0.325
H  4.58440  0.47836  1.05194  0.108
H  1.94497  -2.90283  3.29762  0.120
C  -2.69438  3.56883  -3.26655  -0.091
H  -6.50924  -0.34079  -2.99453  0.094
C  6.63525  0.05120  0.52062  -0.099
C  -2.09854  1.32189  3.78003  -0.076
C  -1.85363  1.22609  2.40862  -0.086
H  6.97024  0.28224  1.52422  0.092
C  -3.32238  3.53494  -0.53717  -0.084
H  -0.82793  1.16314  2.03276  0.052
C  0.39109  2.63160  -0.07004  -0.168
C  -2.50502  2.39882  -2.52259  -0.100
P  -2.48519  0.82044  -0.25241  1.006
C  -4.46585  1.51940  3.33013  -0.098
H  3.25431  -1.84467  -1.61951  0.139
C  2.94485  2.15636  -0.32667  -0.136
C  1.18783  0.18100  -1.56231  -0.245
H  -5.48671  1.67044  3.68395  0.092
C  1.55615  0.92404  1.62610  -0.200
H  1.72506  -3.61644  -1.39757  0.104
H  -5.05016  1.43914  1.24504  0.108
H  3.34130  -4.49966  -1.27847  0.104
Co  -0.62143  -0.10745  -0.66176  -0.117
C  -2.80810  2.38450  -1.14994  -0.354
C  5.63352  -0.64540  -1.94212  -0.043
C  -4.22203  1.39610  1.95576  -0.096
C  -3.53919  4.69035  -1.30085  -0.095
H  -6.68219  -2.65049  -2.05893  0.092
Co  1.44285  1.20139  -0.10321  0.005
C  -5.94586  -1.94821  -1.66177  -0.110
H  7.71863  -0.67168  -2.58681  0.091
C  2.72373  -3.46321  0.48149  -0.302
H  -3.47281  -1.74235  0.68459  0.108
C  4.75507  -0.55813  -0.83620  -0.166
H  -5.17397  -3.32009  -0.19130  0.094
O  -0.49674  -1.91948  1.62314  0.010
H  -3.33534  5.63771  -3.24611  0.093
C  -0.45674  -1.14738  0.74875  -0.251
H  1.85940  -5.09508  -0.50341  0.080
C  -5.08924  -2.32719  -0.62528  -0.092
C  -3.40940  1.43759  4.24662  -0.105
C  3.40198  -1.91924  1.99985  -0.091
H  3.54773  -3.59896  3.44042  0.115
H  -4.84244  1.25017  -2.10423  0.097
O  3.91894  2.72836  -0.50416  0.124
O  1.66592  0.97165  2.79044  0.052
C  2.31656  -0.15919  -0.86857  -0.311
C  2.41302  -4.19589  -0.77119  0.029
H  -1.25719  1.30025  4.47366  0.102
C  2.85625  -3.13057  2.74135  -0.129
C  -3.21306  4.71984  -2.66123  -0.107
C  5.25537  0.07822  0.28743  -0.091
H  -3.96953  5.57383  -0.82871  0.093
H  -2.15401  1.48147  -3.01051  0.106
C  -1.15732  -1.07678  -1.91653  -0.344
C  -4.11424  -1.44643  -0.14876  -0.085
C  -3.96725  -0.17672  -0.72793  -0.320
H  -3.55671  3.53204  0.52836  0.096
H  2.16940  -4.96170  1.77932  0.156
H  0.99033  0.38618  -2.62920  0.059
C  3.32031  -1.22713  -0.66581  -0.173
H  -2.41958  3.57105  -4.32142  0.096
H  4.47185  -1.82522  2.23264  0.124
O  -1.57840  -1.75701  -2.74092  0.040
C  7.55422  -0.29610  -0.47961  -0.134
O  -0.11015  3.65929  0.09893  0.092
H  2.85364  -1.02390  2.30312  0.094
H  5.27945  -0.87013  -2.95259  0.103
C  -4.87980  0.23281  -1.71098  -0.077
N  3.20343  -2.22348  0.57721  0.081
C  7.02880  -0.51086  -1.75437  -0.120
H  -3.60432  1.45551  5.32118  0.093
H  8.63913  -0.36447  -0.28495  0.093
N  2.57228  -4.03886  1.66476  0.077
C  -5.84270  -0.66168  -2.19424  -0.095

Values from the calculation:
- Kohn-Sham gap (eV) = 3.82
- net charge = -1
- energy relative to the best compared isomer or geometry (same formula, charge and spin) (kcal per mole) = 60.5